(1)
Computed, not measured: C4H5NS2 in the gas phase at a distorted geometry, with ωB97M-V with the def2-TZVPD basis set.

Results
Electronic energy ... -27388.74467 eV
Energy relative to the best compared isomer or geometry (same formula, charge and spin) ... 0.971 eV
Highest occupied orbital energy ... -0.31372 Eh
Molecular weight ... 131.225 g/mol
SMILES ... Sc1ccc(S)[nH]1
E_LUMO ... 0.75 eV

Geometry (Å):
S1 -2.745 -0.713 -0.249
S2 2.713 -0.745 -0.220
N1 -0.098 -0.995 -0.283
C1 0.762 1.092 -0.295
C2 -0.602 1.212 -0.148
C3 1.013 -0.245 -0.267
C4 -1.102 -0.060 -0.132
H1 3.001 -0.708 1.088
H2 -0.325 -1.974 -0.271
H3 -2.886 -0.749 1.024
H4 1.490 1.873 -0.223
H5 -1.219 2.012 -0.024

Here are the Mulliken charges for atoms 1 to 4, given in e:
1 S -0.249
2 S -0.268
3 N -0.002
4 C -0.510


(2)
Computed, not measured: C4H5NS2 in the gas phase, with ωB97M-V with the def2-TZVPD basis set.

Results
Electronic energy ... -27388.93871 eV
Energy relative to the best compared isomer or geometry (same formula, charge and spin) ... 0.777 eV
Highest occupied orbital energy ... -0.31126 Eh
Molecular weight ... 131.225 g/mol
SMILES ... S=C1N[C@H]2C[C@H]2S1
E_LUMO ... 0.65 eV

Geometry (Å):
S1 -1.658 0.411 -0.902
S2 -0.334 3.098 -1.210
N1 0.826 0.840 -0.381
C1 0.691 -0.522 0.006
C2 -0.278 1.506 -0.820
C3 -0.720 -0.957 -0.215
C4 -0.182 -0.852 1.184
H1 1.691 1.375 -0.255
H2 -0.014 -1.780 1.704
H3 -0.978 -1.922 -0.626
H4 -0.547 -0.021 1.793
H5 1.502 -1.174 -0.278

Here are the Mulliken charges for atoms 1 to 4, given in e:
1 S -0.133
2 S -0.351
3 N -0.174
4 C -0.234


(3)
Computed, not measured: C4H5NS2 in the gas phase at a distorted geometry, with ωB97M-V with the def2-TZVPD basis set.

Results
Electronic energy ... -27387.06447 eV
Energy relative to the best compared isomer or geometry (same formula, charge and spin) ... 2.651 eV
Highest occupied orbital energy ... -0.32103 Eh
Molecular weight ... 131.225 g/mol
SMILES ... SNc1cccs1
E_LUMO ... 0.71 eV

Geometry (Å):
S1 -0.794 -1.936 0.094
S2 2.939 -0.609 0.468
N1 1.856 -0.934 -0.695
C1 -0.414 0.559 -0.176
C2 -1.749 0.478 0.294
C3 0.214 -0.650 -0.220
C4 -2.148 -0.837 0.434
H1 0.058 1.598 -0.366
H2 3.229 0.731 0.279
H3 -2.557 1.286 0.301
H4 -3.009 -1.253 0.886
H5 2.020 -1.833 -1.215

Here are the Mulliken charges for atoms 1 to 4, given in e:
1 S -0.163
2 S -0.141
3 N -0.411
4 C -0.374


(4)
Computed, not measured: C4H5NS3 in the gas phase at a distorted geometry, with ωB97M-V with the def2-TZVPD basis set.

Results
Electronic energy ... -38223.17978 eV
Energy relative to the best compared isomer or geometry (same formula, charge and spin) ... 1.553 eV
Highest occupied orbital energy ... -0.33822 Eh
Molecular weight ... 163.292 g/mol
SMILES ... CSC(=S)[C@H](S)C#N
E_LUMO ... -0.86 eV

Geometry (Å):
S1 1.953 0.468 -0.955
S2 -1.403 1.134 -1.993
S3 -0.155 -0.009 1.104
N1 -2.259 -2.401 -1.024
C1 0.461 -0.084 -0.518
C2 1.227 0.476 2.113
C3 -0.591 -0.382 -1.470
C4 -1.451 -1.526 -1.109
H1 2.273 0.044 2.041
H2 0.905 0.300 3.174
H3 -2.374 1.055 -0.962
H4 -0.020 -0.610 -2.433
H5 1.435 1.538 2.032

Here are the Mulliken charges for atoms 1 to 4, given in e:
1 S -0.213
2 S -0.102
3 S 0.062
4 N -0.419


(5)
Computed, not measured: a molecular structure, C4H5NaO2 at a distorted geometry, with ωB97M-V with the def2-TZVPD basis set.

Results
Electronic energy ... -12735.71952 eV
Energy relative to the best compared isomer or geometry (same formula, charge and spin) ... 3.555 eV
Highest occupied orbital energy ... -0.22064 Eh
Molecular weight ... 108.072 g/mol
E_LUMO ... -1.42 eV

Geometry (Å):
Na1 -1.378 -1.816 1.857
O1 0.804 -1.514 0.400
O2 -2.619 -0.117 0.572
C1 1.364 -0.474 -0.318
C2 -2.091 1.420 -1.203
C3 -2.658 0.780 -0.307
C4 1.286 0.786 0.178
H1 1.489 -2.105 0.728
H2 0.735 0.997 1.097
H3 2.226 -0.784 -0.914
H4 -1.182 1.319 -1.919
H5 2.026 1.506 -0.170

Here are the Mulliken charges for atoms 1 to 4, given in e:
1 Na 0.922
2 O -0.450
3 O -0.723
4 C 0.014


(6)
Computed, not measured: a gas-phase ion, C4H5O3 (charge +1) at a distorted geometry, with ωB97M-V with the def2-TZVPD basis set.

Results
Electronic energy ... -10360.85440 eV
Energy relative to the best compared isomer or geometry (same formula, charge and spin) ... 1.997 eV
Highest occupied orbital energy ... -0.60199 Eh
Molecular weight ... 101.081 g/mol
Charge ... +1
E_LUMO ... -6.01 eV

Geometry (Å):
O1 -0.858 1.349 0.009
O2 -2.984 -0.120 0.785
O3 -0.782 -0.588 -1.185
C1 -1.387 0.592 -1.084
C2 0.077 0.455 0.705
C3 0.050 -0.849 -0.083
C4 -2.623 0.280 -0.184
H1 1.037 1.104 0.760
H2 -1.502 1.283 -1.935
H3 -0.353 -1.557 0.624
H4 -0.363 0.268 1.622
H5 0.954 -1.369 -0.457

Here are the Mulliken charges for atoms 1 to 4, given in e:
1 O -0.362
2 O -0.048
3 O -0.333
4 C 0.344


(7)
Computed, not measured: a gas-phase ion, C4H5O3 (charge +1) at a distorted geometry, with ωB97M-V with the def2-TZVPD basis set.

Results
Electronic energy ... -10358.42586 eV
Energy relative to the best compared isomer or geometry (same formula, charge and spin) ... 4.426 eV
Highest occupied orbital energy (alpha / beta) ... -0.53428 / -0.55591 Eh
Molecular weight ... 101.081 g/mol
Charge ... +1
E_LUMO (alpha / beta) ... -6.73 / -6.32 eV

Geometry (Å):
O1 1.231 -1.866 1.134
O2 -1.003 -0.442 0.318
O3 0.039 0.908 -1.172
C1 0.681 2.168 -1.429
C2 0.131 -2.246 1.410
C3 -1.093 -1.493 1.031
C4 -0.372 0.536 -0.050
H1 -0.087 -3.165 1.967
H2 1.760 2.024 -1.343
H3 0.446 2.419 -2.462
H4 0.352 2.955 -0.753
H5 -2.084 -1.797 1.349

Here are the Mulliken charges for atoms 1 to 4, given in e:
1 O -0.384
2 O -0.090
3 O -0.145
4 C -0.525


(8)
Computed, not measured: 2 unconnected molecules or ions with the total composition C4H5O5 at a distorted geometry, with ωB97M-V with the def2-TZVPD basis set.

Results
Electronic energy ... -14465.67620 eV
Energy relative to the best compared isomer or geometry (same formula, charge and spin) ... 2.016 eV
Highest occupied orbital energy ... -0.15539 Eh
Molecular weight ... 133.079 g/mol
Charge ... -1
E_LUMO ... 3.66 eV

Geometry (Å):
O1 1.944 -0.312 0.353
O2 -0.136 2.320 -0.337
O3 -0.531 0.769 -1.722
O4 0.624 -2.026 1.261
O5 2.554 -2.501 0.268
C1 -1.377 0.380 -0.595
C2 0.368 1.656 -1.354
C3 1.705 -1.564 0.842
C4 -1.122 1.520 0.382
H1 -1.035 -0.591 -0.216
H2 -0.657 1.179 1.314
H3 -2.408 0.345 -0.965
H4 2.064 -3.330 0.199
H5 -1.995 2.154 0.569

Here are the Mulliken charges for atoms 1 to 4, given in e:
1 O -0.697
2 O -0.172
3 O -0.188
4 O -0.721


(9)
Computed, not measured: C4H5OP in the gas phase at a distorted geometry, with ωB97M-V with the def2-TZVPD basis set.

Results
Electronic energy ... -15560.28029 eV
Energy relative to the best compared isomer or geometry (same formula, charge and spin) ... 3.735 eV
Highest occupied orbital energy (alpha / beta) ... -0.30944 / -0.30142 Eh
Molecular weight ... 100.057 g/mol
SMILES ... C1=C2OP2CC1
E_LUMO (alpha / beta) ... -0.09 / -0.14 eV

Geometry (Å):
P1 -1.854 0.349 -0.190
O1 -1.943 -1.381 -0.258
C1 0.882 0.428 -0.077
C2 0.673 -0.921 -0.645
C3 -0.313 0.660 0.864
C4 -0.968 -0.950 -1.043
H1 -0.267 -0.044 1.703
H2 1.833 0.458 0.462
H3 0.920 1.204 -0.859
H4 -0.350 1.676 1.263
H5 1.385 -1.480 -1.220

Here are the Mulliken charges for atoms 1 to 4, given in e:
1 P 0.033
2 O -0.292
3 C -0.364
4 C -0.555


(10)
Computed, not measured: C4H5OP in the gas phase at a distorted geometry, with ωB97M-V with the def2-TZVPD basis set.

Results
Electronic energy ... -15560.79047 eV
Energy relative to the best compared isomer or geometry (same formula, charge and spin) ... 3.225 eV
Highest occupied orbital energy ... -0.31365 Eh
Molecular weight ... 100.057 g/mol
SMILES ... CP1OC12C=C2
E_LUMO ... 0.80 eV

Geometry (Å):
P1 -0.708 0.270 1.360
O1 -0.353 1.602 0.423
C1 -1.411 0.425 -1.680
C2 -0.147 -0.041 -1.573
C3 -0.711 0.576 -0.405
C4 0.991 -0.592 1.417
H1 0.784 -1.569 1.518
H2 0.774 -0.281 -1.889
H3 1.618 -0.216 2.313
H4 1.599 -0.469 0.566
H5 -2.437 0.295 -2.050

Here are the Mulliken charges for atoms 1 to 4, given in e:
1 P -0.037
2 O -0.421
3 C -0.427
4 C -0.433


(11)
Computed, not measured: a molecular structure, C4H5OYb at a distorted geometry, with ωB97M-V with the def2-TZVPD basis set.

Results
Electronic energy ... -37781.44385 eV
Energy relative to the best compared isomer or geometry (same formula, charge and spin) ... 3.274 eV
Expectation value of S² ... 0.760
Highest occupied orbital energy (alpha / beta) ... -0.61779 / -0.59140 Eh
Molecular weight ... 242.123 g/mol
Charge ... +2
2S+1 ... 2
E_LUMO (alpha / beta) ... -9.12 / -11.32 eV

Geometry (Å):
Yb1 1.503 -0.513 -1.220
O1 0.548 -0.751 0.829
C1 -3.213 0.095 1.509
C2 -3.107 0.208 0.002
C3 -4.268 -0.166 0.525
C4 -0.466 -1.113 0.140
H1 -2.620 0.763 -0.797
H2 -2.300 -0.689 1.727
H3 -1.028 -2.000 0.515
H4 -3.142 0.985 2.146
H5 -5.321 -0.392 0.383

Here are the Mulliken charges for atoms 1 to 4, given in e:
1 Yb 1.615
2 O -0.411
3 C -0.319
4 C -0.131


(12)
Computed, not measured: C4H6 in the gas phase at a distorted geometry, with ωB97M-V with the def2-TZVPD basis set.

Results
Electronic energy ... -4242.97301 eV
Energy relative to the best compared isomer or geometry (same formula, charge and spin) ... 0.988 eV
Highest occupied orbital energy ... -0.34873 Eh
Molecular weight ... 54.092 g/mol
SMILES ... C=CC=C
E_LUMO ... 1.24 eV

Geometry (Å):
C1 0.475 1.251 -1.073
C2 -0.687 -0.335 0.757
C3 0.118 0.885 0.208
C4 -0.208 -1.497 0.377
H1 -0.782 -2.426 0.713
H2 -1.386 -0.241 1.645
H3 0.460 -1.623 -0.431
H4 0.028 0.682 -1.824
H5 1.256 2.004 -1.391
H6 0.727 1.301 1.018

Here are the Mulliken charges for atoms 1 to 4, given in e:
1 C -0.619
2 C -0.257
3 C -0.104
4 C -0.614


(13)
Computed, not measured: C4H6 in the gas phase at a distorted geometry, with ωB97M-V with the def2-TZVPD basis set.

Results
Electronic energy ... -4243.22454 eV
Energy relative to the best compared isomer or geometry (same formula, charge and spin) ... 0.736 eV
Highest occupied orbital energy ... -0.32212 Eh
Molecular weight ... 54.092 g/mol
SMILES ... C=CC=C
E_LUMO ... 0.85 eV

Geometry (Å):
C1 0.495 0.339 0.611
C2 -0.102 -0.318 -0.611
C3 0.028 1.657 0.864
C4 -0.096 -1.658 -0.842
H1 -0.754 0.379 -1.264
H2 1.201 -0.299 1.174
H3 0.332 2.295 1.712
H4 -0.802 -2.162 -1.603
H5 -0.600 2.131 0.123
H6 0.298 -2.365 -0.166

Here are the Mulliken charges for atoms 1 to 4, given in e:
1 C 0.048
2 C 0.039
3 C -0.763
4 C -0.745


(14)
Computed, not measured: 2 unconnected molecules or ions with the total composition C4H6 at a distorted geometry, with ωB97M-V with the def2-TZVPD basis set.

Results
Electronic energy ... -4240.26927 eV
Energy relative to the best compared isomer or geometry (same formula, charge and spin) ... 3.691 eV
Highest occupied orbital energy ... -0.34428 Eh
Molecular weight ... 54.092 g/mol
E_LUMO ... 0.52 eV

Geometry (Å):
C1 -0.658 -1.638 -0.371
C2 -0.431 0.619 0.570
C3 0.846 0.633 -0.292
C4 -0.839 -0.775 0.483
H1 1.642 -0.016 0.075
H2 1.295 1.686 -0.293
H3 -0.719 -2.607 -0.792
H4 0.300 -0.409 -1.134
H5 -1.217 1.228 0.107
H6 -0.239 1.024 1.559

Here are the Mulliken charges for atoms 1 to 4, given in e:
1 C -0.480
2 C -0.123
3 C -0.988
4 C -0.139


(15)
Computed, not measured: a molecular structure, C4H6AgF12N2O11S4 at a distorted geometry, with ωB97M-V with the def2-TZVPD basis set.

Results
Electronic energy ... -109693.84892 eV
Energy relative to the best compared isomer or geometry (same formula, charge and spin) ... 0.475 eV
Expectation value of S² ... 0.752
Highest occupied orbital energy (alpha / beta) ... -0.41127 / -0.40845 Eh
Molecular weight ... 722.207 g/mol
2S+1 ... 2
E_LUMO (alpha / beta) ... -0.28 / -4.68 eV

Geometry (Å):
Ag1 -0.367 0.149 -0.177
S1 -0.855 -3.258 0.325
S2 1.386 -2.535 -1.073
S3 -0.896 3.308 -0.073
S4 0.848 2.777 1.857
F1 -1.737 -3.754 -2.099
F2 0.989 3.311 -1.902
F3 -2.929 -4.569 -0.472
F4 -3.015 -2.457 -0.927
F5 1.540 0.366 2.667
F6 3.633 -3.425 -0.062
F7 2.746 1.146 1.050
F8 -0.662 4.656 -2.271
F9 2.964 1.929 3.077
F10 2.973 -1.478 0.664
F11 0.802 5.186 -0.807
F12 2.058 -3.262 1.416
O1 1.521 3.980 1.510
O2 -1.975 2.726 -0.794
O3 0.092 2.815 3.058
O4 -1.546 -2.764 1.495
O5 -2.566 0.186 -0.939
O6 0.103 0.564 -2.315
O7 1.315 -3.710 -1.821
O8 -0.161 -4.483 0.493
O9 -1.267 4.298 0.870
O10 -1.290 -0.217 1.930
O11 1.873 -1.368 -1.763
N1 0.052 2.106 0.603
N2 -0.008 -2.026 -0.330
C1 0.166 4.182 -1.334
C2 -2.225 -3.547 -0.880
C3 2.107 1.459 2.174
C4 2.612 -2.708 0.346
H1 -0.124 0.857 -3.202
H2 -1.413 0.399 2.664
H3 -1.647 -1.077 2.202
H4 0.817 -0.115 -2.425
H5 -2.630 0.793 -1.686
H6 -3.287 -0.442 -1.051

Here are the Mulliken charges for atoms 1 to 4, given in e:
1 Ag 1.146
2 S 0.773
3 S 1.067
4 S 0.913


(16)
Computed, not measured: a molecular structure, C4H6AgO at a distorted geometry, with ωB97M-V with the def2-TZVPD basis set.

Results
Electronic energy ... -10279.46507 eV
Energy relative to the best compared isomer or geometry (same formula, charge and spin) ... 2.796 eV
Highest occupied orbital energy ... -0.40649 Eh
Molecular weight ... 177.959 g/mol
Charge ... +1
E_LUMO ... -6.29 eV

Geometry (Å):
Ag1 -3.713 1.824 -1.620
O1 -2.362 1.846 0.380
C1 2.074 -1.215 -1.733
C2 1.451 -0.919 -0.623
C3 -1.974 1.197 1.332
C4 1.015 -0.567 0.664
H1 -0.840 1.118 1.527
H2 3.007 -0.721 -2.013
H3 1.369 0.354 1.137
H4 1.752 -2.077 -2.326
H5 0.887 -1.364 1.403
H6 -2.666 0.524 1.871

Here are the Mulliken charges for atoms 1 to 4, given in e:
1 Ag 0.905
2 O -0.400
3 C -0.576
4 C 0.386


(17)
Computed, not measured: a molecular structure, C4H6AlF6O3P at a distorted geometry, with ωB97M-V with the def2-TZVPD basis set.

Results
Electronic energy ... -42556.42376 eV
Energy relative to the best compared isomer or geometry (same formula, charge and spin) ... 0.477 eV
Highest occupied orbital energy ... -0.69954 Eh
Molecular weight ... 274.033 g/mol
Charge ... +2
E_LUMO ... -16.07 eV

Geometry (Å):
P1 -1.071 -2.628 2.860
Al1 1.574 -3.638 0.679
F1 -1.012 -2.045 4.324
F2 -1.065 -3.065 1.300
F3 0.254 -1.613 2.487
F4 -0.022 -3.795 3.157
F5 -1.886 -1.290 2.407
F6 -2.390 -3.454 3.115
O1 0.918 -0.926 -0.063
O2 1.197 1.288 -0.123
O3 0.449 0.274 -1.905
C1 1.453 2.235 -1.182
C2 -0.865 2.316 -2.191
C3 0.497 1.628 -2.279
C4 0.828 0.137 -0.637
H1 -1.663 1.710 -2.630
H2 1.310 3.261 -0.848
H3 -0.882 3.290 -2.680
H4 -1.184 2.516 -1.164
H5 1.039 1.707 -3.219
H6 2.521 2.092 -1.409

Here are the Mulliken charges for atoms 1 to 4, given in e:
1 P 1.152
2 Al 1.470
3 F -0.223
4 F -0.296


(18)
Computed, not measured: a molecular structure, C4H6AlLiO7 at a distorted geometry, with ωB97M-V with the def2-TZVPD basis set.

Results
Electronic energy ... -25382.25783 eV
Energy relative to the best compared isomer or geometry (same formula, charge and spin) ... 0.000 eV
Highest occupied orbital energy ... -0.26920 Eh
Molecular weight ... 200.008 g/mol
E_LUMO ... -0.61 eV

Geometry (Å):
Al1 -1.854 0.223 -2.613
O1 -2.872 1.171 -1.546
O2 1.959 -1.412 0.391
O3 -2.274 0.704 0.564
O4 3.636 -2.261 1.548
O5 3.088 -0.146 1.877
O6 -3.382 2.566 0.133
O7 -0.899 0.226 -1.097
C1 2.947 -1.244 1.286
C2 1.059 -0.332 0.168
C3 0.035 -0.800 -0.852
C4 -2.732 1.468 -0.322
Li1 4.607 -1.057 2.748
H1 0.528 -1.037 -1.807
H2 -0.479 -1.701 -0.479
H3 1.603 0.543 -0.213
H4 0.561 -0.055 1.108
H5 -3.930 2.918 -0.578
H6 -1.601 0.225 -0.315

Here are the Mulliken charges for atoms 1 to 4, given in e:
1 Al -0.207
2 O -0.235
3 O -0.260
4 O -0.571